Entry from OMol25: a 3-piece molecular cluster, C5H16NO overall at a distorted geometry (the ωB97M-V functional and the def2-TZVPD basis).

```
23
Properties=species:S:1:pos:R:3:lowdin_charge:R:1
C -2.524 -0.948 0.546 -0.1118
C -1.585 -0.546 -0.625 -0.2389
C -1.321 0.956 -0.673 -0.2267
C 0.042 1.436 -0.230 -0.2638
C 0.307 1.309 1.273 -0.1058
N 3.779 -0.379 -0.602 0.0240
H -3.453 -0.398 0.447 0.0661
H -2.751 -2.016 0.518 0.0651
H -2.080 -0.781 1.526 0.0631
H -0.687 -1.163 -0.510 0.0567
H -2.172 1.442 -0.202 0.1067
H -1.464 1.270 -1.694 0.0971
H 0.246 2.434 -0.613 0.1045
H 0.779 0.797 -0.716 0.0813
H -0.321 1.945 1.890 0.0688
H 1.354 1.568 1.445 0.0698
H 0.205 0.264 1.551 0.0481
H 2.960 -0.975 -0.561 -0.0407
H -2.154 -0.950 -1.466 0.1054
H 4.268 -0.516 -1.478 0.0066
H 4.418 -0.687 0.122 0.0053
H 1.084 -2.499 0.165 0.0397
O 1.069 -1.565 -0.113 -0.0207
```

Output
- <S²> = 0.754
- max |F| (Eh/bohr) = 0.0398
- ΔE to the lowest compared entry with this formula, charge and spin (kcal per mole) = 19.7
- E (hartree) = -329.9843
- HOMO energy (spin up / spin down) (eV) = -10.0 / -9.9
- multiplicity = 2
- orbital gap (spin up / spin down) (eV) = 10.63 / 7.51

Entry from OMol25: one molecule with the formula C5H9NO at a distorted geometry (the ωB97M-V functional and the def2-TZVPD basis).

```
16
Properties=species:S:1:pos:R:3:lowdin_charge:R:1
C -0.928 0.187 1.169 -0.0781
C -1.217 0.274 -0.310 -0.3154
N -0.739 1.519 -0.899 0.0605
C 0.017 0.288 -1.145 -0.2746
C 1.354 0.130 -0.482 -0.0783
C 1.703 -0.979 0.189 -0.2081
O 0.806 -1.896 0.631 -0.0139
H -1.175 1.078 1.730 0.0889
H -1.452 -0.662 1.644 0.1017
H 0.066 -1.350 0.975 0.0367
H -2.112 -0.196 -0.717 0.1398
H -1.296 1.765 -1.713 0.0953
H -0.027 -0.134 -2.150 0.1423
H 0.191 0.243 1.165 0.0756
H 2.087 0.921 -0.600 0.1089
H 2.721 -1.187 0.513 0.1188
```

Output
- max |F| (Eh/bohr) = 0.0278
- structure (SMILES) = C[C@H]1N[C@H]1/C=C\O
- ΔE to the lowest compared entry with this formula, charge and spin (kcal per mole) = 73.5
- E (hartree) = -325.8204
- HOMO energy (eV) = -9.0
- orbital gap (eV) = 9.97

Entry from OMol25: one molecule with the formula C2F3P at a distorted geometry (the ωB97M-V functional and the def2-TZVPD basis).

```
6
Properties=species:S:1:pos:R:3:lowdin_charge:R:1
C -1.254 -0.379 -0.362 -0.2730
C 0.834 -0.048 0.973 -0.2144
F -1.757 0.763 -0.592 0.0045
F 0.609 -0.836 1.994 -0.0141
F 1.077 0.954 -1.311 -0.3302
P 0.492 -0.454 -0.703 0.8272
```

Output
- max |F| (Eh/bohr) = 0.0353
- ΔE to the lowest compared entry with this formula, charge and spin (kcal per mole) = 97.8
- E (hartree) = -716.9373
- HOMO energy (spin up / spin down) (eV) = -9.5 / -9.5
- orbital gap (spin up / spin down) (eV) = 7.80 / 7.80

Entry from OMol25: C19H19Cl2N3O4ReTe as an isolated structure at a distorted geometry (the ωB97M-V functional and the def2-TZVPD basis).

```
49
Properties=species:S:1:pos:R:3:lowdin_charge:R:1
Re 0.000 0.000 0.000 1.0882
O 3.154 -2.177 -1.194 0.2253
C 2.195 -1.581 -0.472 -0.4227
O 1.009 -1.542 -0.772 -0.1132
C 2.545 -0.980 0.789 -0.2317
C 3.680 -1.121 1.560 0.0748
C 3.589 -0.687 2.888 0.0405
C 2.364 -0.220 3.387 0.0954
C 1.300 -0.142 2.504 -0.1868
N 1.423 -0.420 1.204 -0.1010
C -0.136 -0.004 2.810 -0.6627
O -0.517 0.360 3.964 0.0364
O -0.811 -0.341 1.786 -0.3072
H 2.634 -2.519 -1.951 0.1705
H 4.567 -1.603 1.173 0.1475
H 4.437 -0.792 3.558 0.1368
H 2.214 0.004 4.437 0.1510
Cl 0.183 3.102 3.926 0.6803
C -0.222 3.424 2.237 -0.8088
Cl -0.128 1.950 1.267 0.7623
H 0.480 4.159 1.836 0.0566
H -1.239 3.820 2.184 0.0640
C -2.639 -3.212 -1.820 -0.3831
Te -2.193 -1.305 -0.977 1.5137
C -4.268 -0.899 -1.256 -0.3655
C -4.891 -2.112 -1.865 -0.2948
C -6.261 -2.134 -2.164 -0.0186
C -6.836 -3.274 -2.734 -0.0459
C -6.047 -4.395 -3.007 -0.0467
C -4.681 -4.379 -2.711 -0.0210
C -4.098 -3.239 -2.140 -0.2971
H -2.412 -4.010 -1.083 0.0864
H -2.057 -3.353 -2.756 0.0815
H -4.390 -0.038 -1.948 0.0867
H -4.745 -0.696 -0.275 0.0904
H -6.880 -1.270 -1.956 0.1225
H -7.894 -3.289 -2.963 0.1155
H -6.495 -5.276 -3.448 0.1150
H -4.077 -5.253 -2.926 0.1210
N 1.340 0.783 -2.624 0.0524
C 2.500 1.233 -3.186 0.0013
C 3.390 1.383 -2.150 0.0170
C 2.670 0.997 -1.005 -0.1035
N 1.419 0.631 -1.291 -0.2203
H 0.463 0.560 -3.083 0.1640
H 2.584 1.402 -4.250 0.1460
H 4.414 1.722 -2.211 0.1278
H 3.004 0.968 0.024 0.1290
H -0.843 1.099 -1.027 -0.0692
```

Output
- <S²> = 3.776
- max |F| (Eh/bohr) = 0.1233
- ΔE to the lowest compared entry with this formula, charge and spin (kcal per mole) = 3.5
- E (hartree) = -2466.5579
- HOMO energy (spin up / spin down) (eV) = -13.2 / -13.8
- multiplicity = 4
- charge = +2
- orbital gap (spin up / spin down) (eV) = 5.81 / 5.33

Entry from OMol25: a 3-piece molecular cluster, C28H60ClNO5PS2 overall at a distorted geometry (the ωB97M-V functional and the def2-TZVPD basis).

```
98
Properties=species:S:1:pos:R:3:lowdin_charge:R:1
C 6.591 -3.865 0.809 -0.1139
C 5.236 -4.563 0.659 -0.2752
C 4.876 -4.863 -0.787 -0.2422
C 3.573 -5.650 -0.913 -0.2208
C 3.174 -5.944 -2.364 -0.2082
C 1.669 -6.014 -2.621 -0.2032
C 0.918 -4.650 -2.581 -0.1964
C 0.926 -4.061 -3.993 -0.2126
C 0.047 -2.830 -4.260 -0.2007
C -0.055 -1.762 -3.179 -0.1998
C 1.282 -1.302 -2.578 -0.2150
C 1.446 0.220 -2.582 -0.2125
C 2.955 0.563 -2.374 -0.2791
P 3.231 1.592 -0.914 1.0799
C 2.236 3.149 -1.059 -0.3153
N 1.426 3.524 0.088 -0.0050
C 2.846 0.660 0.628 -0.2715
O 1.498 0.703 1.003 -0.1858
C 0.766 -0.525 0.860 -0.2369
C -0.362 -0.588 1.884 -0.0550
C 5.005 2.068 -0.823 -0.3057
C 5.911 1.469 -1.894 -0.7576
C 7.312 2.110 -1.761 -0.1118
Cl 6.104 -0.291 -1.623 0.6623
H 7.352 -4.326 0.178 0.0727
H 6.515 -2.797 0.599 0.0469
H 6.962 -3.946 1.832 0.0687
H 5.279 -5.485 1.243 0.1102
H 4.470 -3.922 1.103 0.1005
H 5.711 -5.418 -1.225 0.1188
H 4.781 -3.935 -1.365 0.1064
H 2.801 -5.123 -0.343 0.1066
H 3.732 -6.594 -0.386 0.1152
H 3.659 -5.222 -3.025 0.1058
H 3.545 -6.947 -2.578 0.1123
H 1.559 -6.354 -3.651 0.0996
H 1.215 -6.717 -1.926 0.1128
H 1.454 -4.024 -1.860 0.0877
H -0.086 -4.815 -2.191 0.1160
H 0.523 -4.842 -4.638 0.1083
H 1.964 -3.922 -4.301 0.1087
H 0.483 -2.329 -5.133 0.1110
H -0.941 -3.152 -4.586 0.1124
H -0.560 -0.885 -3.590 0.1071
H -0.715 -2.121 -2.384 0.1139
H 1.402 -1.700 -1.572 0.0902
H 2.103 -1.719 -3.169 0.1162
H 0.888 0.698 -1.774 0.0874
H 1.132 0.610 -3.547 0.1191
H 3.491 -0.369 -2.194 0.0509
H 3.417 0.987 -3.265 0.1013
H 1.579 3.095 -1.925 0.1022
H 2.952 3.952 -1.245 0.0903
H 1.915 3.422 0.968 0.0748
H 0.600 2.942 0.146 0.0728
H 3.264 -0.349 0.575 0.1160
H 3.417 1.177 1.409 0.1124
H 1.394 -1.412 0.964 0.1218
H 0.289 -0.510 -0.120 0.0973
H -0.714 -1.605 2.014 0.0850
H -0.099 -0.099 2.818 0.0925
H -1.195 -0.028 1.463 0.0539
H 5.049 3.153 -0.948 0.1008
H 5.421 1.860 0.162 0.0998
H 5.538 1.673 -2.894 0.0957
H 7.516 2.252 -0.701 0.0825
H 8.036 1.385 -2.123 0.0663
H 7.378 3.044 -2.312 0.0888
C -5.546 0.876 3.850 -0.2053
C -5.076 1.906 2.817 -0.2262
C -3.812 1.338 2.151 -0.2193
S -3.964 -0.452 2.237 0.6594
O -2.921 -0.964 3.094 -0.3354
O -4.168 -0.982 0.910 -0.3289
C -5.505 -0.474 3.141 -0.2236
H -6.546 1.104 4.216 0.1190
H -4.868 0.868 4.706 0.1218
H -5.849 2.050 2.074 0.0890
H -4.878 2.871 3.275 0.1050
H -3.730 1.634 1.108 0.1002
H -2.909 1.620 2.691 0.0994
H -5.512 -1.324 3.819 0.1090
H -6.311 -0.566 2.414 0.1109
C -9.119 6.823 3.288 -0.2165
C -8.119 7.224 2.195 -0.2109
C -6.842 6.403 2.420 -0.2174
S -7.362 4.880 3.220 0.6708
O -6.803 4.837 4.547 -0.3160
O -7.188 3.770 2.312 -0.3341
C -9.096 5.299 3.335 -0.2268
H -10.119 7.199 3.079 0.1176
H -8.800 7.230 4.249 0.1210
H -8.539 6.991 1.214 0.1177
H -7.906 8.291 2.214 0.1153
H -6.340 6.157 1.488 0.1018
H -6.150 6.908 3.092 0.1052
H -9.508 4.883 4.252 0.1103
H -9.597 4.867 2.469 0.1094
```

Output
- max |F| (Eh/bohr) = 0.0243
- E (hartree) = -3131.4789
- HOMO energy (eV) = -11.8
- charge = +1
- orbital gap (eV) = 9.63

Entry from OMol25: one molecule with the formula C2H5NO2 at a distorted geometry (the ωB97M-V functional and the def2-TZVPD basis).

```
10
Properties=species:S:1:pos:R:3:lowdin_charge:R:1
O -1.156 -1.204 -0.690 0.1058
C -0.545 -0.327 -0.148 -0.5292
O -0.853 0.078 1.109 0.0897
C 0.619 0.446 -0.720 -0.1967
N 1.664 0.731 0.260 0.0174
H -1.733 -0.320 1.249 0.1299
H 0.158 1.315 -1.159 0.1144
H 0.927 -0.150 -1.584 0.1273
H 2.473 1.076 -0.240 0.0690
H 1.304 1.497 0.821 0.0725
```

Output
- max |F| (Eh/bohr) = 0.0216
- structure (SMILES) = NCC(=O)O
- ΔE to the lowest compared entry with this formula, charge and spin (kcal per mole) = 10.2
- E (hartree) = -284.4511
- HOMO energy (eV) = -9.9
- orbital gap (eV) = 10.63